Entry from the Open Molecules 2025 dataset: a structure of composition C4H10N2O2 at a distorted geometry (ωB97M-V with the def2-TZVPD basis set).

The geometry in XYZ format:
```
18
Properties=species:S:1:pos:R:3:forces:R:3:mulliken_charge:R:1
C -1.041773 1.114690 -1.330611 -1.1 1.0 0.7 -0.6374
C -0.212891 -1.362757 1.293764 0.4 0.0 -0.3 -1.0109
C 1.048201 0.718243 1.103823 -0.1 -0.3 -0.2 -0.9508
N 0.068991 -0.175805 0.492948 -0.3 -0.2 -0.1 0.0997
N -1.417397 1.125610 -0.029027 0.5 0.2 -1.4 -0.3646
C 0.169557 -0.412585 -1.040636 1.1 -1.7 1.2 0.7783
O 1.430265 -0.013746 -1.470328 -0.7 0.2 0.0 -0.4678
O -0.339768 -1.440308 -1.467703 0.0 1.1 0.1 -0.6171
H 1.621420 -0.553635 -2.250429 -0.1 0.0 0.0 0.3323
H -2.177657 0.462879 0.132152 0.1 -0.1 0.0 0.2400
H -0.445233 1.969204 -1.635899 0.1 -0.1 0.0 0.3351
H -1.688092 0.682725 -2.088413 0.1 -0.2 0.1 0.3351
H 0.701570 -1.907843 1.550943 0.0 -0.1 0.1 0.3008
H -0.698213 -1.036005 2.215722 0.0 0.0 0.0 0.3070
H 1.991457 0.198846 1.287101 0.1 0.1 0.0 0.3240
H 0.637955 1.081434 2.047161 0.0 -0.1 0.0 0.3341
H -0.872971 -2.021612 0.734937 0.0 0.0 0.0 0.3761
H 1.224580 1.570665 0.454495 0.0 0.0 0.0 0.2859
```
Positions in Å, forces in eV/Å.

Properties
- Lowest unoccupied orbital energy (spin up / spin down): -0.39 / -0.39 eV
- HOMO (spin up / spin down): -8.14 / -8.14 eV
- HOMO-LUMO gap (spin up / spin down): 7.747 / 7.746 eV
- Molecular weight: 118.136 g mol⁻¹



Entry from the Open Molecules 2025 dataset: the molecule C6H10 (ωB97M-V with the def2-TZVPD basis set).

The geometry in XYZ format:
```
16
Properties=species:S:1:pos:R:3:forces:R:3:mulliken_charge:R:1
C -0.903492 1.529496 -0.526556 0.0 0.0 0.0 -0.8894
C -0.453085 0.722764 0.646168 -0.3 0.8 0.4 -0.5796
C 1.894601 -0.164796 -0.111169 0.4 -0.1 -0.1 -0.8809
C 1.124006 -1.274348 -0.373248 -0.1 0.0 0.1 0.0284
C -0.256172 -1.353336 -0.194051 0.0 -0.5 -0.2 -0.4629
C -0.973733 -0.617029 0.902479 0.0 0.0 -0.3 -0.3601
H -1.237551 2.528241 -0.212156 0.1 -0.2 -0.1 0.3324
H -1.726510 1.026549 -1.048432 0.1 0.1 0.1 0.2972
H -0.105315 1.684391 -1.271412 -0.1 0.0 0.1 0.2511
H 0.149622 1.217678 1.401130 -0.1 -0.1 -0.1 0.5245
H 1.559073 0.830960 -0.357152 0.0 -0.1 0.2 0.1960
H 2.962630 -0.268433 0.080156 -0.2 0.0 -0.1 0.3085
H 1.621293 -2.189377 -0.714508 -0.1 0.2 0.0 0.3551
H -0.849448 -1.989412 -0.853718 0.2 -0.1 0.2 0.3733
H -2.055329 -0.680620 0.729017 0.1 0.0 0.0 0.2574
H -0.750590 -1.002728 1.903454 0.0 0.0 -0.2 0.2491
```
Positions in Å, forces in eV/Å.

Properties
- Lowest unoccupied orbital energy (spin up / spin down): 0.22 / 0.75 eV
- HOMO (spin up / spin down): -7.31 / -7.25 eV
- HOMO-LUMO gap (spin up / spin down): 7.537 / 7.997 eV
- Molecular weight: 82.146 g mol⁻¹



Entry from the Open Molecules 2025 dataset: a cluster of 2 separate species, C4H14N3 in total at a distorted geometry (ωB97M-V with the def2-TZVPD basis set).

The geometry in XYZ format:
```
21
Properties=species:S:1:pos:R:3:forces:R:3:mulliken_charge:R:1
C 1.343038 -1.689246 -1.991121 1.0 -0.8 0.6 -0.8927
C -0.034033 0.271666 -1.489397 -0.7 -0.4 -0.6 0.8481
N 0.162249 -1.036337 -1.453020 0.8 0.2 -0.3 -0.1844
N 0.917904 1.124564 -1.858979 0.3 0.4 0.3 -0.4374
N -1.261985 0.751377 -1.298767 -0.2 0.4 0.2 -0.4095
H -0.544369 -1.642873 -1.074238 -0.2 0.2 0.1 0.2621
H 1.899098 0.975826 -1.690781 -0.1 -0.2 0.0 0.2088
H 0.646975 2.077570 -2.033804 0.0 0.0 0.0 0.2234
H -2.092500 0.186412 -1.348747 0.1 -0.2 0.1 0.2144
H -1.391044 1.717690 -1.051104 0.0 0.0 0.0 0.2154
H 2.205382 -1.044259 -2.130381 -0.4 0.5 -0.3 0.3012
H 1.173449 -2.255782 -2.906101 -0.3 0.2 0.0 0.2977
H 1.748450 -2.367361 -1.241092 -0.4 -0.3 0.0 0.3522
C -0.577697 0.365284 1.939641 -0.5 -0.5 0.1 -0.6479
C -0.600752 0.360925 3.479284 -0.6 -0.3 -0.7 -0.9598
H -0.384088 -0.619149 1.507584 0.3 0.0 0.1 0.2191
H -1.521561 0.680145 1.488464 0.0 0.1 0.3 0.2688
H 0.186603 1.045241 1.610200 0.4 0.3 -0.4 0.2657
H -1.431687 0.966890 3.817022 0.1 0.3 0.3 0.2780
H -0.776232 -0.629308 3.897395 0.2 0.0 -0.1 0.2922
H 0.332798 0.760726 3.827941 0.3 0.1 0.5 0.2845
```
Positions in Å, forces in eV/Å.

Properties
- Lowest unoccupied orbital energy: -3.04 eV
- HOMO: -14.74 eV
- Total charge: +1
- HOMO-LUMO gap: 11.701 eV
- Molecular weight: 104.177 g mol⁻¹